Entry 1:
Density functional theory data (the ωB97M-V functional and the def2-TZVPD basis) for 2 unconnected molecules or ions with the total composition C23H38BF5N5O4PS in a non-equilibrium geometry.

## Properties
* gap between HOMO and LUMO: 6.69 eV
* largest force on an atom: 0.140 hartree/bohr
* net charge: 0
* DFT total energy: -2737.58959 Ha

The geometry in XYZ format:
```
78
C23H38BF5N5O4PS, DFT the ωB97M-V functional and the def2-TZVPD basis
C -1.9027 4.0139 3.1115
C -2.0569 3.1875 1.7467
O -2.2066 1.7800 1.9838
B -1.4803 0.9809 1.0770
O -2.1902 -0.0412 0.3855
C 0.0820 1.0934 0.7506
C 1.1311 1.4301 1.6888
C 0.7686 1.6759 3.1775
C 1.0970 0.3445 3.9832
O 0.4028 -0.0467 4.8906
C 2.5980 1.5513 1.2579
C 3.6980 1.9693 2.3160
C 4.3142 3.3587 1.8039
C 4.6316 4.3690 2.9817
C 5.9303 5.1611 2.6457
F 6.3708 5.8254 3.7969
F 6.9961 4.3573 2.2576
C 5.7566 6.2668 1.5293
F 4.5619 6.9269 1.5744
F 6.7426 7.2143 1.7515
F 5.9520 5.8102 0.2576
C 3.0199 1.2945 -0.0994
C 4.4762 1.3728 -0.6508
C 5.5538 0.5814 0.1879
C 1.9455 0.9433 -1.0965
N 2.1605 0.7105 -2.4164
S 0.6847 0.3930 -3.1185
N -0.2772 0.5525 -1.7606
C 0.4902 0.8620 -0.6811
H -2.8984 4.5087 3.2936
H -1.7341 3.3154 3.9717
H -1.0918 4.7901 3.0245
H -1.1714 3.4655 1.1165
H -2.9574 3.6220 1.2222
H -2.8239 0.4137 -0.1987
H 1.3547 2.4985 3.6630
H -0.3104 1.8792 3.3704
H 1.9795 -0.2956 3.6942
H 4.4908 1.1787 2.4203
H 3.2726 2.1244 3.3371
H 5.1659 3.2050 1.0964
H 3.4836 3.8274 1.1991
H 4.6839 3.8827 3.9910
H 3.7896 5.1151 3.0232
H 4.4678 0.9073 -1.6784
H 4.7468 2.4532 -0.8330
H 6.3385 0.0891 -0.4517
H 5.0945 -0.1913 0.8589
H 6.0953 1.2975 0.8700
C -6.0477 -4.1401 -1.5226
N -5.2943 -4.6954 -2.6320
C -6.2402 -5.2386 -3.6089
P -4.0091 -3.8362 -3.3983
O -4.8502 -2.6163 -3.7768
N -2.9817 -2.9889 -2.3138
C -2.9991 -3.0867 -0.8716
C -2.6058 -1.6326 -2.7046
N -2.9883 -5.2346 -3.1194
C -3.2649 -6.4200 -2.3304
C -1.6009 -5.1442 -3.5553
H -6.7317 -4.8964 -1.1239
H -6.6335 -3.2583 -1.8066
H -5.4094 -3.8792 -0.6826
H -5.7013 -5.7529 -4.4119
H -6.8498 -4.4493 -4.0616
H -6.9011 -5.9763 -3.1453
H -3.7685 -2.4460 -0.4290
H -2.0337 -2.7775 -0.4579
H -3.1453 -4.1107 -0.5251
H -3.3857 -0.9064 -2.4415
H -2.4334 -1.5741 -3.7808
H -1.6749 -1.3278 -2.2207
H -3.4169 -6.1862 -1.2743
H -2.4385 -7.1357 -2.3825
H -4.1380 -6.9587 -2.7010
H -0.9343 -4.9411 -2.7125
H -1.4736 -4.3465 -4.2894
H -1.2745 -6.0683 -4.0424
```

***

Entry 2:
Density functional theory data (the ωB97M-V functional and the def2-TZVPD basis) for 8 unconnected molecules or ions with the total composition C33H56N8O12 in a non-equilibrium geometry.

## Properties
* gap between HOMO and LUMO: 4.47 eV
* largest force on an atom: 0.187 hartree/bohr
* net charge: 0
* DFT total energy: -2630.90117 Ha

The geometry in XYZ format:
```
109
C33H56N8O12, DFT the ωB97M-V functional and the def2-TZVPD basis
C 0.8494 -1.5337 -5.9412
C 0.2834 -1.2075 -4.5827
C -1.2778 -1.0300 -4.7451
C -1.9385 -0.6151 -3.3804
C -1.8390 -1.8168 -2.4918
C -0.3635 -2.4174 -2.2889
N 0.4777 -2.2926 -3.5329
O 1.4212 -3.1660 -3.6955
C -0.4830 -3.8965 -1.8294
C 0.3814 -1.5400 -1.2012
C 1.0602 0.1359 -4.2968
H 0.3959 -2.5028 -6.4424
H 1.8442 -1.6862 -5.7824
H 0.7619 -0.8680 -6.6779
H -1.8001 -1.6448 -5.2911
H -1.5485 -0.0040 -5.2836
H -3.0117 -0.2756 -3.3927
H -1.5272 0.0382 -2.7016
H -2.3650 -2.5623 -2.7311
H -2.2359 -1.6299 -1.4049
H -1.2709 -4.3629 -2.3380
H -0.9941 -4.0367 -0.7993
H 0.3842 -4.5512 -1.9033
H 1.3191 -1.9878 -1.0153
H -0.1886 -1.6058 -0.2849
H 0.0327 -0.6634 -1.5534
H 0.9860 1.0730 -5.0081
H 2.1547 -0.0135 -4.4606
H 1.0285 0.2572 -3.1323
N -0.7793 0.4914 1.6662
O 0.2344 -0.0801 2.0697
O -1.9148 -0.0306 1.9359
O -0.6439 1.1103 0.6291
C 2.7029 3.4402 -1.5528
C 1.1492 3.1587 -1.3836
C 0.2442 3.2837 -2.6449
C 0.8087 4.0134 -3.8089
C 2.3430 4.2177 -4.1019
C 3.0629 4.0468 -2.7608
N -0.1835 4.1383 -5.0904
O 0.1966 4.9329 -5.9448
O -1.2613 3.6493 -5.0388
H 3.3754 3.1431 -0.8082
H 0.6650 2.7424 -0.3459
H -0.7989 2.8011 -2.5393
H 2.7115 4.6648 -4.9919
H 4.1794 4.3105 -2.8383
C 4.1285 2.3188 2.7475
C 2.7870 2.1416 1.9087
C 2.8360 1.0444 0.6841
C 4.2748 0.4936 0.2402
C 5.4366 1.1243 0.9142
C 5.3648 1.8137 2.3443
N 4.3770 -0.1652 -0.9829
O 5.4975 -0.5663 -1.3533
O 3.2586 -0.3490 -1.5850
H 4.0736 2.9067 3.5822
H 1.8558 2.5940 2.2939
H 1.8898 0.7779 0.3505
H 6.3836 0.9421 0.5587
H 6.1534 1.7882 3.1369
C -1.4362 1.5632 7.1404
O -0.4236 1.5601 7.8837
N -1.4142 1.4894 5.7900
C -2.6195 1.4537 4.9631
C -0.2514 1.5736 4.8868
H -2.4743 1.4917 7.4980
H -2.6568 0.6494 4.2886
H -2.8688 2.3770 4.4194
H -3.7956 1.3700 5.3409
H 0.5109 2.0584 5.2852
H -0.5259 2.1657 4.0346
H -0.0206 0.5142 4.6612
C -2.0008 -3.5065 1.8232
O -1.0355 -4.3305 2.0347
N -3.2590 -3.6230 1.7823
C -4.2815 -2.5551 1.7109
C -3.7327 -5.0362 1.9399
H -1.5561 -2.3800 1.7910
H -4.4640 -2.1666 2.6814
H -5.1231 -3.1847 1.4270
H -3.9561 -1.6363 0.9502
H -2.8557 -5.6746 1.8210
H -4.6098 -5.1241 1.3031
H -4.0399 -5.1935 2.9909
C -2.9210 3.3584 0.3756
O -2.4506 4.5243 0.3017
N -3.9251 2.9260 -0.4249
C -4.2539 1.5396 -0.4536
C -4.4545 3.7806 -1.5293
H -2.4149 2.6385 1.0429
H -4.4070 1.1114 -1.5530
H -5.3024 1.5197 -0.0360
H -3.6681 0.9226 0.2185
H -3.6053 4.3532 -2.0878
H -5.1088 4.5131 -0.9448
H -4.9962 3.0289 -2.2091
C 4.7961 -3.1340 3.2383
O 5.6791 -2.4004 2.7457
N 3.4633 -2.8545 3.2779
C 2.3541 -3.7003 3.7778
C 3.0136 -1.5004 2.8876
H 5.0015 -4.0791 3.7438
H 2.6271 -4.8224 3.5697
H 1.4645 -3.3738 3.2849
H 2.2849 -3.4898 4.7194
H 2.6296 -1.5768 1.9222
H 3.7527 -0.6539 2.8811
H 2.3864 -0.9794 3.7022
```

***

Entry 3:
Density functional theory data (the ωB97M-V functional and the def2-TZVPD basis) for C4H12N2 in the gas phase in a non-equilibrium geometry.

## Properties
* gap between HOMO and LUMO: 9.72 eV
* largest force on an atom: 0.094 hartree/bohr
* net charge: 0
* DFT total energy: -269.03862 Ha

The geometry in XYZ format:
```
18
C4H12N2, DFT the ωB97M-V functional and the def2-TZVPD basis
N 0.3696 -2.5482 1.0393
C 0.0482 -0.9667 1.2013
C -1.0302 -0.4507 0.1709
C -0.4465 0.1981 -1.1325
C 0.6506 1.2645 -1.0510
N 0.2941 2.4724 -0.1621
H -0.0746 -2.8225 0.2575
H 1.2229 -3.0132 1.3269
H 0.9793 -0.4515 0.9148
H -0.2856 -0.9072 2.2293
H -1.7691 0.1304 0.7815
H -1.5483 -1.2947 -0.1339
H -1.3776 0.8439 -1.3762
H -0.2630 -0.6113 -1.8526
H 1.4953 0.7373 -0.4822
H 0.8393 1.5509 -2.1210
H -0.3118 3.0898 -0.6583
H 1.1147 3.0071 -0.1579
```

***

Entry 4:
Density functional theory data (the ωB97M-V functional and the def2-TZVPD basis) for 4 unconnected molecules or ions with the total composition H8O4.

## Properties
* gap between HOMO and LUMO: 11.15 eV
* largest force on an atom: 0.009 hartree/bohr
* net charge: 0
* DFT total energy: -305.74073 Ha

The geometry in XYZ format:
```
12
H8O4, DFT the ωB97M-V functional and the def2-TZVPD basis
O 1.0585 -0.3372 0.4954
H 0.3246 -0.9151 0.7043
H 0.6725 0.3580 -0.0373
O 3.4778 -1.7621 1.0522
H 3.8168 -1.7970 1.9466
H 2.5393 -1.6055 1.1572
O -2.0074 2.2830 -0.6835
H -1.9944 3.2089 -0.4410
H -1.2771 2.1847 -1.2945
O -2.1479 -0.6904 -1.3223
H -2.0632 0.2247 -1.0547
H -2.3996 -1.1521 -0.5225
```

***

Entry 5:
Density functional theory data (the ωB97M-V functional and the def2-TZVPD basis) for a molecular structure, C4H7I in a non-equilibrium geometry.

## Properties
* gap between HOMO and LUMO: 9.57 eV
* largest force on an atom: 0.120 hartree/bohr
* net charge: 0
* DFT total energy: -454.18634 Ha

The geometry in XYZ format:
```
12
C4H7I, DFT the ωB97M-V functional and the def2-TZVPD basis
C 1.2106 -0.8422 0.5396
C 0.4208 0.0774 0.0070
C 0.3410 1.5390 -0.0819
C -1.1183 -0.9947 -0.5026
I -2.8834 0.0572 0.0131
H 1.1112 -1.8500 0.4835
H 2.0323 -0.4873 1.0712
H 0.1956 1.7798 -1.0562
H -0.5941 2.0453 0.5240
H 1.1367 1.8816 0.4595
H -0.8554 -1.8551 0.1289
H -0.9970 -1.3508 -1.5860
```

***

Entry 6:
Density functional theory data (the ωB97M-V functional and the def2-TZVPD basis) for C3H2N2OS in the gas phase in a non-equilibrium geometry.

## Properties
* gap between HOMO and LUMO: 9.86 eV
* largest force on an atom: 0.094 hartree/bohr
* net charge: 0
* DFT total energy: -698.34576 Ha

The geometry in XYZ format:
```
9
C3H2N2OS, DFT the ωB97M-V functional and the def2-TZVPD basis
C 0.1404 1.1172 0.0283
C 0.8919 0.1645 0.4970
C 0.6629 2.1649 -0.8627
N 0.9672 3.0432 -1.5128
N 2.4981 0.1939 -0.1118
O 3.3469 -2.0350 0.7476
S 3.6294 -0.7529 0.1016
H -0.7880 1.4132 0.5839
H 0.6814 -0.4046 1.4538
```

***

Entry 7:
Density functional theory data (the ωB97M-V functional and the def2-TZVPD basis) for a molecular structure, C2HBr5S in a non-equilibrium geometry.

## Properties
* gap between HOMO and LUMO: 8.56 eV
* largest force on an atom: 0.041 hartree/bohr
* net charge: 0
* DFT total energy: -13345.00870 Ha

The geometry in XYZ format:
```
9
C2HBr5S, DFT the ωB97M-V functional and the def2-TZVPD basis
C -0.4412 0.2201 -0.4812
C 0.3612 -0.6804 0.4412
S 0.6306 1.3773 -1.2961
Br -2.1179 1.2614 0.5877
Br -1.5304 -0.6980 -1.7911
Br -0.7971 -1.6678 1.6734
Br 1.5573 0.3976 1.5313
Br 1.3716 -1.9859 -0.5883
H 0.9660 1.7756 -0.0768
```

***

Entry 8:
Density functional theory data (the ωB97M-V functional and the def2-TZVPD basis) for a molecular structure, C39H43ClCrP2Si2 in a non-equilibrium geometry.

## Properties
* gap between HOMO and LUMO (alpha / beta): 7.99 / 7.29 eV
* spin multiplicity: 4
* largest force on an atom: 0.025 hartree/bohr
* net charge: +1
* DFT total energy: -4278.14525 Ha

The geometry in XYZ format:
```
88
C39H43ClCrP2Si2, DFT the ωB97M-V functional and the def2-TZVPD basis
C 2.4290 2.4040 3.1802
C 2.9012 2.0545 1.8699
C 1.9775 2.5875 0.9078
H 3.8503 1.5790 1.6421
C 0.9314 3.2636 1.6161
C 1.2027 3.1473 3.0249
H 0.6548 3.6468 3.8181
H 2.9587 2.2420 4.1174
H 2.1022 2.5596 -0.1728
H 0.1291 3.8463 1.1682
Cr 0.9134 1.1296 2.2004
Si -1.7900 -0.6874 -3.1197
C -1.3670 -2.2536 -4.0155
C -2.3972 -3.1545 -4.3151
H -3.3702 -3.0356 -3.8387
C -2.1812 -4.1620 -5.2600
H -3.0071 -4.8044 -5.5654
C -0.9108 -4.3486 -5.8205
H -0.7410 -5.1274 -6.5679
C 0.1538 -3.5320 -5.4150
H 1.1651 -3.7192 -5.7768
C -0.0843 -2.4591 -4.5482
H 0.7271 -1.7709 -4.2872
C -3.0798 0.1690 -4.1378
C -2.8282 0.2216 -5.5211
H -1.9896 -0.3437 -5.9365
C -3.6386 0.9833 -6.3687
H -3.3995 1.0462 -7.4295
C -4.7615 1.6411 -5.8514
H -5.3993 2.2312 -6.5179
C -5.0609 1.5245 -4.4894
H -5.9608 2.0043 -4.0984
C -4.2272 0.7934 -3.6271
H -4.4632 0.6876 -2.5669
H -0.5848 0.0966 -3.3799
Si -0.0463 0.0189 0.2639
C -0.5926 1.4744 -0.7841
C 0.1537 1.8504 -1.9134
H 0.8938 1.1703 -2.3363
C -0.0667 3.0856 -2.5306
H 0.5181 3.3613 -3.4109
C -1.0253 3.9615 -2.0138
H -1.1352 4.9646 -2.4304
C -1.8517 3.5421 -0.9623
H -2.6406 4.2003 -0.5923
C -1.6587 2.2875 -0.3731
H -2.3256 1.9456 0.4238
C 1.3146 -0.9119 -0.6566
C 2.6170 -0.4012 -0.7957
H 2.9026 0.5549 -0.3461
C 3.5831 -1.1035 -1.5196
H 4.5987 -0.7084 -1.5792
C 3.2506 -2.2981 -2.1631
H 3.9930 -2.8363 -2.7512
C 1.9559 -2.8067 -2.0412
H 1.6793 -3.7295 -2.5499
C 1.0028 -2.1323 -1.2718
H -0.0053 -2.5424 -1.1859
H -2.0971 -0.8125 -1.6628
Cl -1.5769 -1.3256 0.7186
C -1.7839 -0.6038 4.1173
P -0.5803 0.7379 4.0150
C -1.4051 2.1299 4.8018
C 0.6802 0.2154 5.2598
C 0.5923 0.5349 6.6116
C 1.6178 0.1460 7.4781
C 2.6866 -0.6212 7.0088
C 2.7393 -1.0090 5.6622
C 1.7550 -0.5696 4.7761
P 1.8834 -0.8213 2.9511
C 3.6679 -1.0144 2.7097
C 1.1557 -2.4527 2.6396
H -2.0637 -0.9380 3.1124
H -2.6710 -0.2408 4.6532
H -1.3477 -1.4418 4.6748
H -2.0710 1.7489 5.5839
H -0.6742 2.8119 5.2494
H -1.9956 2.6821 4.0609
H -0.2535 1.1077 6.9863
H 1.5701 0.4318 8.5284
H 3.4977 -0.9193 7.6773
H 3.5516 -1.6459 5.3016
H 3.9844 -1.9784 3.1346
H 3.8892 -0.9978 1.6345
H 4.2203 -0.2008 3.2021
H 1.7623 -3.2011 3.1697
H 0.1148 -2.5055 2.9862
H 1.1824 -2.6548 1.5599
```

***

Entry 9:
Density functional theory data (the ωB97M-V functional and the def2-TZVPD basis) for a molecular structure, C53H48BN14O3Rb in a non-equilibrium geometry.

## Properties
* gap between HOMO and LUMO: 3.59 eV
* largest force on an atom: 0.035 hartree/bohr
* net charge: -2
* DFT total energy: -3089.97741 Ha

The geometry in XYZ format:
```
120
C53H48BN14O3Rb, DFT the ωB97M-V functional and the def2-TZVPD basis
Rb 0.2175 2.0919 -0.2168
O -0.8949 4.8889 -2.2787
C -1.6030 4.0259 -1.7260
N -1.8938 3.9284 -0.4479
C -1.8760 4.9933 0.3877
C -2.5554 6.1659 0.0214
C -2.6867 7.2368 0.8769
C -2.1510 7.1613 2.1578
C -1.4628 6.0300 2.5453
C -1.2734 4.9353 1.6849
N -0.4054 3.9327 1.9668
C -0.0982 3.5075 3.1711
O -0.7453 3.5941 4.2287
C 1.2255 2.7606 3.2342
C 2.4244 3.4742 3.2886
C 3.6036 2.7963 3.5345
C 3.5613 1.4210 3.7093
C 2.3258 0.8028 3.6157
N 1.1896 1.4440 3.4024
C -2.2094 2.9611 -2.6075
C -2.2880 3.2489 -3.9761
C -2.8346 2.3184 -4.8345
C -3.2931 1.1190 -4.3071
C -3.2136 0.9445 -2.9324
N -2.6966 1.8333 -2.1044
H -2.9779 6.2088 -0.9760
H -3.1976 8.1326 0.5387
H -2.2682 7.9961 2.8407
H -1.0321 5.9708 3.5341
H 2.4265 4.5455 3.1623
H 4.5429 3.3281 3.6241
H 4.4574 0.8484 3.9150
H 2.2375 -0.2698 3.7428
H -1.9032 4.1945 -4.3264
H -2.9006 2.5126 -5.8997
H -3.7080 0.3512 -4.9481
H -3.6077 0.0439 -2.4718
C 2.2988 5.3803 0.1159
C 3.3287 4.2996 0.0937
C 4.6710 4.3956 0.4945
C 5.2136 3.1561 0.2113
C 6.6266 2.7248 0.4107
N 4.2322 2.3879 -0.3130
N 3.0975 3.0872 -0.3808
B 4.3970 0.9926 -0.9490
N 3.7172 0.9785 -2.3376
N 2.4249 1.2362 -2.5362
C 2.2141 1.2676 -3.8395
C 0.8917 1.5965 -4.4431
C 3.4096 1.0010 -4.5240
C 4.3473 0.8272 -3.5251
C 5.7986 0.5249 -3.6854
N 3.8452 -0.1437 -0.0596
N 2.5534 -0.2645 0.2517
C 2.4022 -1.3929 0.9236
C 1.0853 -1.8994 1.3997
C 3.6418 -2.0330 1.0634
C 4.5378 -1.2039 0.4157
C 5.9924 -1.4647 0.2153
H 2.7866 6.3473 0.2435
H 1.5921 5.2357 0.9337
H 1.7280 5.3859 -0.8128
H 5.1860 5.2473 0.9070
H 7.1974 3.5510 0.8311
H 7.0823 2.4321 -0.5348
H 6.6821 1.8780 1.0925
H 5.5546 0.7806 -1.1117
H 0.1555 1.7488 -3.6576
H 0.5581 0.8052 -5.1184
H 0.9733 2.5159 -5.0238
H 3.5615 0.9476 -5.5875
H 6.0388 0.4409 -4.7444
H 6.0492 -0.4120 -3.1888
H 6.4060 1.3175 -3.2498
H 0.5544 -1.1330 1.9587
H 1.2322 -2.7789 2.0242
H 0.4665 -2.1841 0.5515
H 3.8618 -2.9582 1.5682
H 6.2448 -2.4119 0.6896
H 6.6115 -0.6797 0.6457
H 6.2287 -1.5355 -0.8452
C -6.6491 -11.0774 0.7096
O -6.4297 -10.2144 1.7898
C -5.8281 -8.9964 1.5156
C -5.7190 -8.1073 2.5859
C -5.1247 -6.8793 2.4242
C -4.6041 -6.4873 1.1751
C -4.7392 -7.3895 0.1050
C -5.3382 -8.6157 0.2673
C -3.9450 -5.2390 0.9537
N -3.3643 -4.8867 -0.1853
C -2.8664 -3.6432 0.0100
C -3.1420 -3.2022 1.3090
N -3.8217 -4.2373 1.8990
C -2.7741 -1.9266 1.7868
C -2.9940 -1.4549 3.0928
C -2.6184 -0.1755 3.4116
C -2.0270 0.6208 2.4170
N -1.7706 0.1852 1.2105
C -2.1108 -1.0577 0.8700
C -1.7521 -1.5280 -0.4542
N -1.0115 -0.7239 -1.2236
C -0.6235 -1.1413 -2.4015
C -0.9593 -2.3925 -2.9307
C -1.7254 -3.2425 -2.1658
C -2.1311 -2.8237 -0.8954
H -7.1973 -11.9357 1.1013
H -5.7056 -11.4266 0.2723
H -7.2516 -10.5967 -0.0702
H -6.1069 -8.4162 3.5449
H -5.0623 -6.2184 3.2775
H -4.3599 -7.0862 -0.8570
H -5.4137 -9.2754 -0.5826
H -4.1851 -4.2534 2.8344
H -3.4492 -2.1032 3.8331
H -2.7603 0.2190 4.4062
H -1.7494 1.6418 2.6311
H 0.0069 -0.4642 -2.9583
H -0.6066 -2.6903 -3.9079
H -2.0037 -4.2308 -2.5040
```